[1]
# C21H70N4O14

A cluster of 14 separate species, C21H70N4O14 in total at a distorted geometry (ωB97M-V with the def2-TZVPD basis set, the OMol25 dataset).

Output
- HOMO (eV) = -8.7
- F_max (eV/A) = 7.9
- energy relative to the best compared isomer or geometry (same formula, charge and spin) (eV) = 1.411

Geometry as ORCA input:
```
! RIJCOSX wB97M-V def2-TZVPD def2/J DEFGRID3
* xyz 0 1
H 4.211 4.393 0.918
O 1.443 0.038 0.653
H -2.475 -4.797 -1.731
H 0.368 0.947 -5.218
O -1.215 -3.118 2.300
C -0.773 -4.264 1.555
C 1.809 -0.798 -2.924
H -1.382 4.999 3.396
H 3.112 -1.117 3.296
C -4.134 2.059 0.346
H -2.782 0.141 -2.494
H 5.856 -2.103 -0.159
C -1.840 -5.291 1.185
H -2.313 -5.784 2.038
H -1.365 4.470 -1.263
O -1.537 5.896 1.626
H 0.041 -4.712 2.178
H -3.213 -1.425 2.402
C 3.412 4.124 0.265
C -0.741 3.610 1.791
H 1.822 -1.158 -4.935
H 3.969 -2.860 -1.177
H -0.094 0.016 1.907
H -1.335 1.415 -5.188
O 2.783 -0.261 3.089
H 3.925 -4.085 2.648
H -0.736 -3.160 3.111
H -0.430 3.051 -1.434
H 1.593 0.149 -1.189
H 1.963 -5.013 5.288
H -4.842 2.105 -2.796
H 0.411 1.066 -2.914
H 4.915 -1.197 1.161
H 1.398 1.214 3.520
H 5.068 -3.004 1.174
H -3.064 1.504 -1.371
H 1.446 4.753 -2.462
O 1.361 -2.031 -2.486
H 0.646 6.607 -2.729
H 2.773 -3.051 2.045
O 3.925 3.789 -1.017
O 0.918 -3.230 3.883
H -2.670 -2.883 1.327
H -4.471 2.833 0.958
O -0.222 1.591 -3.336
H -0.256 -3.764 0.714
H -2.244 -3.267 -2.485
H 2.002 0.330 4.926
C -3.877 2.226 -1.123
H 2.651 0.302 -4.496
C -3.868 -1.426 1.550
H 0.201 4.509 -0.484
O -0.077 6.129 -2.536
C 1.692 0.247 3.885
O 2.752 -2.628 0.276
H -0.273 -0.534 -1.081
H -1.269 3.154 0.863
H -1.679 -0.977 -0.244
H 4.908 3.675 -0.971
O -2.895 -0.799 -2.706
H 3.509 2.074 0.648
H -0.742 2.764 2.455
H 2.627 3.036 1.784
H -2.684 4.485 2.283
H -3.416 3.172 -1.345
H -4.272 -0.848 -1.268
C 2.823 2.891 0.753
C -0.485 1.022 -4.572
H -4.885 1.318 0.475
H -4.253 -2.176 -2.427
H 0.004 4.258 -3.419
H 2.655 4.870 0.339
H 3.584 -1.173 -0.893
O -0.479 -4.176 -2.323
H -1.769 -3.315 -0.934
H -3.305 1.546 0.830
H 0.889 -0.508 3.717
N 2.131 -0.520 -4.206
H 2.037 -2.671 -0.272
H 0.258 3.828 1.644
H 3.403 -5.519 4.406
C -1.705 4.744 2.403
H -4.885 -1.554 1.925
C -0.769 -0.279 -0.230
C 2.173 -3.908 3.754
H -1.356 -5.940 0.572
H -2.313 6.080 1.067
N 2.609 -4.810 4.531
N 1.899 0.227 -2.117
C 0.211 -0.464 0.948
C 4.971 -2.128 0.496
H -4.932 -0.545 -2.685
O -3.465 -2.596 0.828
H 0.387 -1.499 1.195
C 0.330 4.799 -2.543
H -3.666 -0.525 0.914
H 1.832 2.595 0.270
H -0.842 0.021 -4.280
H 2.403 1.056 -2.481
O -5.025 1.918 -1.886
C -0.353 4.197 -1.393
H -2.583 -4.906 0.566
C -4.147 -1.112 -2.296
N 3.072 -3.547 2.850
H 0.115 -3.399 -2.321
C 3.807 -2.122 -0.377
H -1.045 0.738 -0.272
C -1.737 -3.943 -1.831
H 2.108 -0.044 1.385
*
```

[2]
# C21H70N4O14

A cluster of 14 separate species, C21H70N4O14 in total at a distorted geometry (ωB97M-V with the def2-TZVPD basis set, the OMol25 dataset).

Output
- HOMO (eV) = -8.6
- F_max (eV/A) = 9.0
- energy relative to the best compared isomer or geometry (same formula, charge and spin) (eV) = 1.476

Geometry as ORCA input:
```
! RIJCOSX wB97M-V def2-TZVPD def2/J DEFGRID3
* xyz 0 1
H -1.689 1.347 0.281
H 1.188 3.862 2.389
H 1.382 -4.940 -2.668
H 3.734 -1.893 1.186
O -3.142 -0.544 1.303
H 4.777 3.405 -2.494
H 0.121 1.411 5.417
N -3.992 1.386 2.386
O 3.398 3.758 -0.100
H 0.087 -5.157 2.516
H -4.490 1.838 -0.665
C -4.241 -3.301 1.127
C 1.923 -1.025 -2.999
C 0.538 -0.212 0.374
H 0.074 -1.837 -3.216
H 2.300 0.578 -4.296
H 3.656 -0.172 -3.606
H 2.145 5.227 0.326
O -0.517 1.214 -1.079
H -1.085 -3.257 1.014
O -3.208 -2.374 -1.646
C -2.838 -3.596 1.649
H -4.159 2.209 -3.700
H 0.373 -3.328 -1.203
H -4.928 4.305 -2.707
H 4.080 -0.030 0.702
O 3.241 2.196 -2.374
H -5.107 0.681 -1.783
H -2.537 2.662 0.885
H -5.818 2.281 -1.666
N -2.342 1.693 1.024
H 1.239 -5.220 1.206
H -2.781 -2.813 -0.942
C -2.472 -1.218 -1.783
O -0.786 2.012 3.555
C -2.558 -0.718 -3.246
H 2.417 -1.072 5.074
H 0.311 3.296 -2.652
H -3.423 -0.175 -3.483
C 4.635 2.344 -2.494
H 1.493 3.693 -0.107
C 2.100 3.554 1.876
C 0.524 1.166 -0.185
H -1.006 -4.285 -1.764
H 0.668 0.630 3.827
H 4.832 1.887 -3.420
O 5.164 -1.534 0.068
H 0.190 4.755 -3.562
C -0.189 1.055 4.413
H 1.219 -2.463 1.675
O 0.552 -4.530 -2.897
H -2.778 -4.624 1.950
H 0.312 1.787 0.771
H -4.786 -4.080 0.605
H 1.439 1.378 -0.669
C -4.927 1.762 -1.691
O -1.939 -3.424 0.576
H 1.263 -0.417 1.192
H -0.249 5.942 -1.686
H 2.104 2.443 1.876
N 2.623 -0.082 -3.601
H -1.453 -1.375 -1.419
H 1.712 -4.519 2.571
H -3.728 2.333 2.791
H -2.133 0.171 4.880
C 2.259 -1.582 4.089
C -3.921 2.536 -2.672
H -1.184 3.921 -2.840
H 0.873 -1.136 -0.232
C -1.134 -0.181 4.519
H 2.883 3.898 2.506
H 5.771 0.466 -0.043
H -0.682 -0.985 5.104
H 3.010 -0.129 2.582
C 2.249 4.138 0.503
O -0.060 4.977 -1.516
O -4.026 3.981 -2.534
H 5.210 -1.862 -0.857
O 2.490 -1.945 -2.190
H -2.555 -2.912 2.447
H -4.577 0.741 3.038
H -1.766 -0.012 -3.354
C -3.163 0.847 1.556
N 0.676 -1.016 -3.354
H 0.310 -0.426 -4.154
H -4.496 -2.308 0.717
H 4.273 -1.332 3.197
H -0.244 0.653 -1.840
H 2.215 -2.677 4.216
C 0.824 -4.523 1.944
H 3.241 3.299 -0.955
H -3.091 -0.599 -1.144
C 4.824 -0.156 -0.104
H -4.883 -3.222 2.027
C 0.000 -4.303 -1.694
H -1.439 -0.580 3.568
H -2.871 2.227 -2.536
H 0.243 -5.152 -1.092
H 1.277 -1.480 3.722
H 5.185 1.810 -1.779
H -2.400 -1.515 -4.032
H 2.892 1.360 -2.735
H -0.442 -0.440 0.886
C 3.199 -1.123 2.944
C -0.184 4.255 -2.667
H -1.209 1.575 2.782
O 0.504 -3.123 1.569
O 2.994 -1.953 1.807
H 4.412 -0.058 -1.081
*
```

[3]
# C21H72N6O15

A cluster of 15 separate species, C21H72N6O15 in total at a distorted geometry (ωB97M-V with the def2-TZVPD basis set, the OMol25 dataset).

Output
- HOMO (eV) = -8.5
- F_max (eV/A) = 8.2
- energy relative to the best compared isomer or geometry (same formula, charge and spin) (eV) = 0.955

Geometry as ORCA input:
```
! RIJCOSX wB97M-V def2-TZVPD def2/J DEFGRID3
* xyz 0 1
H 2.782 0.094 4.177
H 2.371 -1.827 -3.612
N -1.998 4.428 -1.141
H 5.013 -0.949 3.569
H 0.550 -4.630 3.240
H 0.487 3.514 3.846
H 4.848 0.798 3.610
H 0.275 0.994 -3.706
O -3.227 -1.105 0.218
H -0.393 2.770 2.574
H 4.586 0.563 -2.174
H -0.290 -4.353 -1.915
H 3.047 -1.723 0.236
H 3.703 3.093 -0.754
O -0.153 -2.823 1.495
H -1.123 -3.230 0.101
H -1.264 -2.731 3.235
N -2.252 -0.508 -4.807
H 4.173 0.257 1.178
H -1.984 -4.945 -2.021
C -2.255 3.368 -1.872
H -1.892 -1.161 -5.565
N -2.066 -2.163 -3.380
O -1.222 0.750 1.199
H 0.060 2.579 -2.891
H -1.534 -0.499 3.998
C -3.769 -2.027 1.148
H 3.808 -0.967 -1.478
C -3.870 3.017 1.418
H -2.229 0.456 -5.110
O 2.441 -2.406 0.577
H -1.805 -2.921 -4.093
O -5.849 1.645 1.053
N 0.777 3.860 -0.206
H 1.482 -4.885 0.727
H -1.680 4.268 -0.173
H 1.304 2.549 2.702
H 1.515 -3.257 -1.060
H -0.518 -1.040 -0.505
H -1.525 2.121 -0.454
C 0.808 1.841 -3.254
H 0.644 1.433 0.820
H 3.186 -5.006 0.745
C 0.068 0.550 0.818
O 3.237 0.733 -0.539
C 1.803 2.515 -4.201
H 0.511 -0.094 1.569
C 3.027 -0.150 3.194
H -4.079 0.818 1.703
H -1.738 -2.415 -2.421
H -1.183 0.991 2.128
H -2.075 5.382 -1.512
H -4.385 -1.576 1.885
H 2.959 4.128 -4.110
H 0.373 3.898 -1.121
O 0.203 1.520 4.075
C 4.549 -0.106 3.053
O 2.616 4.148 1.318
H -0.299 0.481 -1.346
H -3.296 -0.803 4.229
C 3.680 0.123 -1.731
C 2.389 -3.343 -0.494
H -4.229 1.522 0.024
C 0.071 -0.141 -0.555
C -1.272 -4.489 -1.371
H 0.758 1.503 4.853
H 2.575 0.611 2.633
H -2.411 0.092 5.457
H 1.785 -3.377 3.147
H 1.017 -0.418 -0.869
H -2.281 1.305 -1.752
H 3.179 -3.247 -1.236
H -4.293 3.358 2.378
H 2.232 -5.477 -0.670
H -4.194 -2.939 0.603
O -1.663 -3.263 -0.687
H 0.795 -3.563 4.523
H 2.323 3.380 -1.947
H 0.289 4.216 0.607
C 1.281 -1.893 -3.778
C -0.248 -2.617 2.863
H 2.761 1.523 -0.710
O -2.732 3.437 -3.154
H 1.017 -2.808 -3.206
C -2.143 -0.890 -3.565
O 4.886 -0.134 1.692
H -2.810 -2.343 1.616
C -2.476 -0.139 4.362
C -4.442 1.636 1.035
O 2.137 3.788 -3.719
H 2.528 -1.025 2.749
C 2.044 3.777 0.049
N 2.686 3.290 -0.980
H -3.527 1.451 4.053
C 0.758 -3.597 3.450
C 2.336 -4.742 0.121
H 2.668 1.965 -4.304
H -2.782 2.942 1.660
H -4.099 3.826 0.744
H 0.627 -1.162 -5.438
O -2.354 0.026 -2.536
H -6.145 1.716 1.955
H 0.852 -2.815 1.368
H 0.781 -1.018 -3.349
H -2.605 -0.462 0.648
H -1.129 -5.245 -0.597
H 2.861 -0.019 -2.423
O -2.757 1.076 3.658
H 0.147 -1.669 3.077
H 1.349 1.567 -2.324
C 0.381 2.626 3.253
O 0.826 -2.039 -5.126
N -2.077 2.190 -1.273
H 1.396 2.667 -5.201
*
```

[4]
# C22H12F5N5OS5V

A structure of composition C22H12F5N5OS5V at a distorted geometry (ωB97M-V with the def2-TZVPD basis set, the OMol25 dataset).

Output
- HOMO (spin up / spin down) (eV) = -8.2 / -8.2
- F_max (eV/A) = 6.4
- energy relative to the best compared isomer or geometry (same formula, charge and spin) (eV) = 1.463

Geometry as ORCA input:
```
! RIJCOSX wB97M-V def2-TZVPD def2/J DEFGRID3
* xyz 0 2
C 0.277 2.299 1.823
N -2.078 -4.284 -2.531
C 1.365 2.875 1.114
C 0.097 4.257 3.207
C 1.193 4.812 2.555
N -3.820 -4.103 1.221
N 2.741 2.729 -0.943
H -4.673 1.091 0.414
C 1.716 -4.599 -0.163
H -0.408 4.812 3.983
H 3.553 2.051 -2.800
C -2.961 -3.431 0.866
S 1.880 -1.144 1.938
C -1.757 -3.525 -1.733
H -4.841 -0.129 -2.393
H -1.163 2.516 3.379
S -0.142 -1.426 -1.208
S -0.994 2.340 -1.543
H -5.900 1.099 -1.657
C 1.904 2.172 -0.032
C 1.473 -3.603 0.774
S -3.843 2.055 -2.474
F 2.960 -5.366 -2.022
F 4.388 -3.036 -2.065
H 1.562 5.785 2.843
F 0.489 -3.747 1.669
F 3.870 -1.098 -0.221
C 2.191 -2.405 0.773
C -0.345 2.997 2.861
C 2.946 1.833 -1.946
C -1.361 -2.585 -0.767
N 1.600 0.936 -0.430
H -2.163 0.487 0.198
C -4.240 0.453 -0.371
C 2.230 0.722 -1.611
H 3.095 3.672 -0.919
C -1.935 -2.549 0.479
H -4.364 -0.591 -0.078
C -4.878 0.734 -1.726
N -2.835 0.755 -0.525
V 0.257 -0.172 0.596
H 2.672 4.577 1.042
C 1.813 4.133 1.523
C 2.712 -4.415 -1.124
F 1.002 -5.722 -0.149
C 3.188 -2.252 -0.190
C 3.448 -3.232 -1.137
O -0.082 1.114 1.449
H 2.126 -0.198 -2.155
C -2.488 1.669 -1.435
S -1.476 -1.362 1.640
*
```

[5]
# C22H13B2N3O20

A cluster of 5 separate species, C22H13B2N3O20 in total at a distorted geometry (ωB97M-V with the def2-TZVPD basis set, the OMol25 dataset).

Output
- HOMO (eV) = -5.2
- F_max (eV/A) = 6.5

Geometry as ORCA input:
```
! RIJCOSX wB97M-V def2-TZVPD def2/J DEFGRID3
* xyz -2 1
H 0.146 -3.866 -7.225
C -1.097 -4.180 -4.078
N 5.115 2.105 -5.774
O 2.393 4.900 2.697
O 0.210 6.163 4.130
C -1.920 -3.694 -6.746
H -1.951 3.947 0.819
C -2.861 3.447 1.115
C -2.453 -4.194 -4.398
C -3.925 4.130 1.700
N -3.898 -0.218 1.346
H -6.000 3.786 2.183
C -2.869 -3.922 -5.743
H -3.953 5.210 1.704
H -1.909 1.612 0.688
O -4.527 -0.826 2.183
O -5.154 -3.895 -5.196
C -3.909 1.330 1.337
C 3.080 -1.649 -0.392
B 1.864 3.638 5.876
H -6.010 1.480 1.986
O 1.298 -2.276 2.503
O -4.625 -3.675 -7.309
H 3.194 1.046 -8.111
C -2.815 2.064 1.063
O 2.568 -2.545 0.398
O 2.756 2.580 9.145
C -5.084 1.964 1.713
O 0.691 -3.268 4.413
H 3.631 -0.282 -7.007
H 4.665 -0.043 -8.294
C 4.680 1.418 -6.621
C 4.021 0.527 -7.625
O 3.322 -1.706 -1.614
H -0.754 -4.284 -3.059
C 2.070 4.620 3.858
C 2.483 2.770 7.931
B 2.529 -2.099 1.777
O 2.550 3.656 4.568
C 1.459 1.794 7.216
C 0.934 5.343 4.661
C -0.564 -3.915 -6.413
O 0.849 4.789 5.866
H 0.877 -4.231 -4.896
C -0.175 -4.068 -5.080
O 3.454 -3.774 4.725
O -3.214 -0.790 0.475
O 3.575 -2.753 2.602
N -4.343 -3.840 -6.115
H -2.221 -3.521 -7.769
C -5.046 3.351 1.923
C 3.450 -0.443 0.490
O 2.835 -0.635 1.622
C 2.986 -3.141 3.763
O 2.673 3.766 7.124
O 1.220 2.312 6.030
C 1.521 -2.784 3.628
O 4.143 0.548 0.205
O 1.180 0.581 7.591
H -3.146 -4.363 -3.587
*
```

[6]
# C22H13Cl2N4S2Sn

A structure of composition C22H13Cl2N4S2Sn at a distorted geometry (ωB97M-V with the def2-TZVPD basis set, the OMol25 dataset).

Output
- HOMO (spin up / spin down) (eV) = -4.6 / -4.8
- F_max (eV/A) = 2.0

Geometry as ORCA input:
```
! RIJCOSX wB97M-V def2-TZVPD def2/J DEFGRID3
* xyz -1 1
C 1.296 -3.752 1.950
H 1.382 -0.312 -4.951
H 2.333 5.060 2.403
C -2.915 -3.501 2.081
Cl -1.451 -1.726 3.444
N 0.090 -5.128 0.175
C -2.327 -2.262 2.072
H 1.580 6.829 0.849
C -3.733 -3.135 -0.144
C -2.375 -1.383 0.941
Sn 0.133 0.401 1.593
H 1.931 2.693 1.876
H 0.419 6.198 -1.241
C 0.653 -4.483 0.944
H -0.008 3.830 -1.751
H -4.029 -4.948 0.956
C 0.222 -0.369 -3.144
C -3.603 -3.959 0.965
C 0.517 4.108 -0.849
S 2.100 -1.412 3.088
C 1.498 -2.391 1.836
C 1.214 0.128 -3.977
H -0.766 -0.168 -1.256
C 1.811 4.794 1.494
H -0.384 -1.205 -3.463
C 1.802 1.752 -2.308
C 1.396 5.788 0.622
N 1.929 -5.237 3.921
C 0.750 5.432 -0.552
N -1.759 -0.248 0.841
C 1.573 3.466 1.208
H 2.437 2.557 -1.967
Cl -3.324 -0.895 -1.538
H -2.813 -4.126 2.954
C 0.910 3.093 0.037
C 2.003 1.187 -3.547
N 0.560 1.793 -0.220
H 2.790 1.566 -4.187
C -3.161 -1.888 -0.147
C 0.010 0.194 -1.906
C 0.785 1.274 -1.460
S 1.125 -1.617 0.323
C 1.658 -4.525 3.058
H -4.261 -3.476 -1.022
*
```

> F_max of number 4 (C22H12F5N5OS5V)?

6.4 eV/A

> What is the formula in the sixth record?

C22H13Cl2N4S2Sn